Record 1
Formula: C5H8Cl2Si
Source: the Open Molecules 2025 dataset
Level of theory: wB97M-V/def2-TZVPD

ΔE to the lowest compared entry with this formula, charge and spin = 406.8 kJ/mol
Maximum force = 3.4 eV/Å
DFT total energy = -38235.2101 eV
HOMO level = -8.88 eV

Each line ends with the natural charge from an NBO analysis.
Atoms and positions in Å:
C -0.304921 -1.492762 0.719632  -0.09
C -1.377558 -1.013153 0.048054  -0.59
C 1.053690 -0.953037 0.704528  -0.46
C 1.143944 0.583736 0.398537  -0.40
C 0.639536 0.946275 -0.953066  -0.94
Si -1.170197 0.420275 -1.090368  1.59
Cl -2.897013 -1.780189 0.114608  0.05
Cl -2.605774 2.804716 0.351346  -0.70
H -0.630642 -2.361756 1.278612  0.23
H 1.578368 -1.155011 1.759896  0.24
H 1.689423 -1.532197 0.061012  0.23
H 0.429172 1.160713 1.176572  0.23
H 2.198701 0.824765 0.533230  0.22
H 0.697792 2.069950 -1.163054  0.28
H 1.334772 0.447262 -1.715967  0.25
H -1.779296 1.030414 -2.223571  -0.14

Forces on the atoms, in the same order (eV/Å):
C -2.1977 -0.1010 -0.6419
C 0.8961 0.6924 -0.8154
C 1.4662 1.0314 2.8452
C -1.3051 -0.1415 2.7378
C 0.3132 0.6055 -2.0225
Si 1.1081 2.2259 2.0743
Cl -0.7423 -0.4033 0.2008
Cl 1.1020 -1.7307 -0.8998
H 0.7928 -0.3077 0.4002
H -1.3258 0.5218 -2.0378
H 0.2940 -0.2752 -0.7431
H 1.9674 -1.2486 -1.3297
H -0.1768 0.4842 0.1300
H -0.1224 -1.4702 0.3398
H -1.1831 0.5554 0.5430
H -0.8867 -0.4383 -0.7808

---

Record 2
Formula: C5H9N2
Source: the Open Molecules 2025 dataset
Level of theory: wB97M-V/def2-TZVPD

ΔE to the lowest compared entry with this formula, charge and spin = 470.3 kJ/mol
SMILES = C=CC1=C(N)C[NH2+]1
Maximum force = 6.4 eV/Å
Net charge = +1
DFT total energy = -8300.8581 eV
HOMO level = -12.55 eV

Each line ends with the natural charge from an NBO analysis.
Atoms and positions in Å:
C 2.755527 -0.613988 1.118078  -0.32
C -1.658104 0.531858 -0.902784  -0.21
C 1.710909 -0.215974 0.223294  -0.26
C -1.089538 -0.222603 0.291026  0.23
C 0.190470 0.068106 -0.096625  0.02
N -1.777713 -0.734589 1.352751  -0.76
N -0.227892 0.663978 -1.359963  -0.50
H 3.684156 -0.716389 0.599150  0.24
H 2.443284 -0.850272 2.132868  0.22
H -2.064487 -0.049781 -1.684643  0.23
H -2.020711 1.526242 -0.800459  0.24
H 2.144053 0.017473 -0.827909  0.18
H -2.718700 -0.370919 1.292604  0.40
H -1.504745 -0.913903 2.297074  0.43
H -0.134387 0.306739 -2.281448  0.42
H 0.267877 1.574019 -1.353015  0.44

Forces on the atoms, in the same order (eV/Å):
C -5.7941 1.2807 -2.3413
C 1.5066 -0.3019 0.1625
C 1.6654 0.3032 -2.0147
C 0.8755 0.9758 1.3257
C 2.0003 -3.2861 2.7400
N -1.0220 0.9424 -1.9130
N 1.6187 2.5005 0.8695
H 0.5984 -0.0528 0.5625
H 0.9015 -0.1306 -0.0872
H -1.4826 -0.5487 -0.5013
H -1.0019 0.4731 0.4049
H -0.2877 -0.4858 1.6617
H -0.2063 -0.4756 0.4575
H 0.9450 -0.0411 0.0627
H 0.8133 -1.2735 -0.9127
H -1.1300 0.1206 -0.4769

---

Record 3
Formula: C4H9NO2
Source: the Open Molecules 2025 dataset
Level of theory: wB97M-V/def2-TZVPD

ΔE to the lowest compared entry with this formula, charge and spin = 76.3 kJ/mol
SMILES = NC(=O)CCCO
Maximum force = 1.0 eV/Å
DFT total energy = -9879.2696 eV
HOMO level = -9.70 eV

Each line ends with the natural charge from an NBO analysis.
Atoms and positions in Å:
N -2.561834 0.510528 0.636230  -0.83
C -1.648863 0.865005 -0.307752  0.68
O -1.720927 1.938140 -0.879313  -0.62
C -0.561245 -0.155956 -0.579244  -0.50
C 0.819398 0.459033 -0.242713  -0.42
C 1.926214 -0.572272 -0.128118  -0.06
O 1.782951 -1.292723 1.095602  -0.73
H -3.276283 1.207722 0.793782  0.40
H -2.360083 -0.222853 1.296560  0.40
H -0.716455 -1.039183 0.065155  0.21
H -0.677689 -0.475132 -1.630478  0.23
H 1.107095 1.376507 -0.799865  0.24
H 0.772945 0.788027 0.790890  0.21
H 1.837640 -1.268318 -0.960162  0.16
H 2.900993 -0.065681 -0.181070  0.17
H 2.376142 -2.052845 1.030496  0.47

Forces on the atoms, in the same order (eV/Å):
N -0.0742 0.1085 -0.1511
C 0.0787 0.1791 -0.0371
O 0.0940 -0.2840 -0.1386
C 0.2401 0.1465 0.0459
C -0.0403 0.0573 0.6700
C 0.0784 0.1531 -0.7631
O 0.1453 -0.0646 -0.1917
H 0.0895 -0.2622 0.3799
H -0.2765 0.1520 -0.0833
H 0.1542 0.2769 -0.3199
H 0.2937 0.1760 0.3663
H -0.3512 -0.9023 -0.1210
H -0.3588 0.4591 0.3196
H 0.2508 -0.1698 -0.2555
H -0.1216 -0.1792 0.0773
H -0.2021 0.1535 0.2023

---

Record 4
Formula: C16H49NO8
Source: the Open Molecules 2025 dataset
Level of theory: wB97M-V/def2-TZVPD

ΔE to the lowest compared entry with this formula, charge and spin = 173.1 kJ/mol
SMILES = COC[C@H](C)N.CCO.CCO.CCO.CCO.CCO.CCO.O
Maximum force = 3.1 eV/Å
DFT total energy = -35253.3610 eV
HOMO level = -9.07 eV

Each line ends with the Mulliken charge.
Atoms and positions in Å:
C 3.396226 0.845281 3.057303  -0.80
C 3.700986 1.655081 1.739643  -0.21
O 3.799796 0.875801 0.610483  -0.52
H 3.144016 1.580101 3.821843  0.33
H 4.180166 0.182641 3.423953  0.33
H 2.549896 0.173701 2.913073  0.03
H 4.529036 2.363151 1.706903  0.40
H 2.881716 2.361221 1.604463  0.12
H 2.928396 0.500401 0.464413  0.38
C -4.626864 -0.192439 1.198603  -1.18
C -3.939594 -0.305439 -0.104637  -0.09
O -2.702294 -1.012449 -0.051047  -0.33
H -4.156364 0.366811 2.007283  0.14
H -4.789564 -1.194189 1.596253  0.31
H -5.619034 0.237331 1.060743  0.40
H -3.752414 0.655971 -0.582927  0.31
H -4.541474 -0.873559 -0.813907  0.39
H -2.296464 -0.968459 -0.919937  0.15
C 0.135576 -4.015079 0.174473  -0.71
C 1.425956 -4.702459 0.600783  -0.32
O 2.410066 -3.686189 0.795443  -0.55
H -0.312994 -3.622539 1.087053  0.23
H -0.513884 -4.838129 -0.123677  0.43
H 0.173176 -3.330779 -0.673117  0.05
H 1.639206 -5.283929 -0.296167  0.23
H 1.254656 -5.354019 1.457643  0.35
H 2.521186 -3.123109 0.025893  0.23
C 4.494656 -3.024309 -2.081927  -1.25
C 3.328066 -2.102139 -2.494857  -0.23
O 2.161426 -2.274489 -1.791347  -0.44
H 4.954156 -2.794879 -1.120517  0.30
H 5.275696 -2.898139 -2.831687  0.40
H 4.132076 -4.049799 -2.011127  0.29
H 3.007636 -2.269629 -3.523147  0.40
H 3.682436 -1.071439 -2.507597  0.34
H 1.506206 -2.644739 -2.387347  0.05
C -1.453744 -0.268839 -4.627177  -0.99
C -2.041414 -1.229929 -3.570947  -0.20
O -1.094104 -1.377419 -2.505517  -0.31
H -2.138424 -0.182519 -5.470897  0.40
H -0.482344 -0.586199 -5.006337  0.32
H -1.312214 0.715251 -4.180357  0.14
H -2.223754 -2.244949 -3.923917  0.32
H -2.944764 -0.812469 -3.126217  0.27
H -0.340594 -1.860409 -2.852687  0.06
C 0.046566 4.182521 -2.877927  -1.39
C 0.108236 2.803511 -2.212417  0.30
O 1.057216 2.843301 -1.156087  -0.57
H -0.614854 4.004431 -3.725807  0.38
H 1.023806 4.535851 -3.206957  0.35
H -0.386134 4.964551 -2.253997  0.31
H 0.456676 2.045421 -2.913827  0.15
H -0.888244 2.669051 -1.791647  0.13
H 1.155546 1.933231 -0.866747  0.28
C -0.772424 0.651271 1.947333  -1.02
C -0.576384 1.498001 3.220153  0.79
C -1.773784 2.360401 3.588423  -1.00
O -2.325174 3.215611 2.603033  -0.22
C -3.413974 3.918131 3.081713  -0.85
N -0.257244 0.564341 4.261083  -0.76
H 0.110746 0.123701 1.587093  0.12
H -0.936574 1.322871 1.104653  0.31
H -1.668444 0.031981 1.988743  0.15
H 0.324766 2.110451 3.189573  0.14
H -1.481284 3.013891 4.410313  0.37
H -2.576814 1.714281 3.943083  0.39
H -3.931024 4.311681 2.206573  0.25
H -3.215944 4.695771 3.819393  0.29
H -4.099134 3.161801 3.464623  0.38
H 0.178496 -0.202279 3.768613  0.28
H -1.098444 0.106721 4.582093  0.31
O 1.328876 0.071451 -0.489527  -0.13
H 1.805806 -0.682579 -0.836237  0.31
H 0.489026 -0.287049 -0.202557  -0.02

Forces on the atoms, in the same order (eV/Å):
C 0.5619 0.8156 -0.7640
C -0.8482 0.4987 1.2603
O 0.5129 -1.0235 -0.9525
H -0.0516 -0.1902 0.2235
H 0.3777 0.3029 -0.1817
H -0.2784 0.2558 -0.2322
H 0.6094 -0.5408 0.7389
H -0.6074 0.0418 0.1493
H -0.2216 -0.0805 -0.2037
C -0.7031 -0.5138 1.0583
C 0.8932 -0.0694 -1.5884
O 0.0491 0.0062 0.8332
H 0.4360 0.2093 -0.3805
H -0.0319 -0.1355 0.0486
H -0.0186 0.0809 -0.1179
H -0.1208 0.4050 0.1882
H -0.6586 0.0756 0.0551
H 0.2517 -0.1419 -0.0851
C -0.9655 -1.3870 1.2250
C -0.2565 1.8995 -2.4579
O 0.5670 -0.8971 1.5074
H -0.2252 0.7545 -0.4031
H -0.4406 0.0236 -0.1721
H 0.3167 0.1505 0.4146
H 0.8201 -0.6761 0.2357
H 0.4942 0.3825 0.1112
H -0.4643 -0.2938 -0.3428
C -0.7009 0.2863 -0.1250
C 2.0949 -0.0422 -1.8404
O -1.5854 -0.1007 1.7219
H -0.2973 0.3266 0.0787
H -0.0049 -0.3255 -0.0603
H 0.2146 -0.1260 -0.2755
H 0.8595 -0.2462 -0.4599
H -0.2243 0.2616 0.4958
H 0.0644 -0.0987 0.3581
C -0.6917 -0.3236 0.2872
C 1.1917 0.2771 -0.3064
O -0.1076 0.1710 0.4927
H 0.0247 0.0814 -0.0707
H -0.0200 -0.2630 0.0492
H -0.0819 -0.0127 0.0172
H -0.4311 0.1816 -0.4859
H -0.0137 -0.0893 -0.0722
H -0.0540 0.1306 0.0070
C -0.0118 -0.6892 -0.2435
C 0.7723 1.6162 0.7125
O -0.1729 0.2345 -0.0163
H 0.0287 0.5244 -0.3282
H -0.0055 -0.1811 -0.1331
H -0.0500 -0.2528 0.2021
H -0.5901 -0.1552 -0.2657
H -0.2240 -0.7875 -0.1956
H 0.2926 -0.2551 0.2424
C -0.4699 1.9193 -1.0871
C 0.3270 -0.3070 -1.5939
C -0.1425 0.4830 0.5446
O 1.7900 -0.5867 -0.8344
C -1.1851 -0.6636 -0.6085
N -0.1807 -0.8523 1.4645
H 0.0783 -0.3667 0.9433
H -0.3546 0.2709 -0.2202
H 0.2742 -0.2531 0.2239
H -0.1161 0.3860 -0.7388
H 0.1249 -0.1748 0.4877
H -0.2382 -0.3522 0.1970
H 0.1635 0.4513 0.0798
H 0.2499 0.0032 0.0897
H -0.4588 0.1934 0.6623
H 0.6232 -0.1552 0.2834
H -0.4734 0.0646 0.3436
O 0.0101 0.4784 0.2181
H 0.0892 -0.5209 -0.4545
H -0.3848 -0.1130 0.0460

---

Which formula does entry 3 have?
C4H9NO2

---

What is the formula in the third record?
C4H9NO2